1 | This record from OMol25 describes 2 unconnected molecules or ions with the total composition C4H5ClN2. The level of theory is ωB97M-V with the def2-TZVPD basis set.

Lowest unoccupied orbital energy (spin up / spin down) (eV): -1.10 / -2.86
HOMO (spin up / spin down) (eV): -8.733 / -8.638

```
! wB97M-V def2-TZVPD RIJCOSX def2/J DEFGRID3
* xyz 0 1
C -2.314 -1.579 0.087
C -0.994 -2.027 0.082
C -2.192 -0.196 0.047
C 1.218 1.801 0.003
N -0.177 -0.976 0.049
N -0.857 0.117 0.028
Cl -3.385 1.005 0.032
H -3.228 -2.137 0.120
H -0.609 -3.026 0.099
H 1.192 1.931 -1.060
H 1.698 0.942 0.419
H 0.829 2.565 0.644
*
```

2 | This record from OMol25 describes 2 unconnected molecules or ions with the total composition C4H5ClN2. The level of theory is ωB97M-V with the def2-TZVPD basis set.

Lowest unoccupied orbital energy (eV): -0.46
HOMO (eV): -9.386

```
! wB97M-V def2-TZVPD RIJCOSX def2/J DEFGRID3
* xyz 0 1
C 0.587 -0.077 1.717
C 1.013 -1.433 1.345
C -0.723 -0.138 1.564
C -1.273 -0.119 -0.829
N 0.031 -2.101 0.771
N -1.130 -1.329 0.824
Cl -1.969 0.798 2.198
H 1.083 0.735 2.279
H 1.979 -1.815 1.123
H -0.298 0.227 -1.031
H -1.992 0.681 -0.585
H -1.562 -0.939 -1.525
*
```

3 | This record from OMol25 describes C4H5ClN2 in the gas phase. The level of theory is ωB97M-V with the def2-TZVPD basis set.

SMILES: Cn1nccc1Cl
Lowest unoccupied orbital energy (eV): 0.80
HOMO (eV): -9.298

```
! wB97M-V def2-TZVPD RIJCOSX def2/J DEFGRID3
* xyz 0 1
C -0.680 -1.555 0.688
N -0.264 -0.263 0.213
N -0.220 0.754 1.085
C 0.355 1.741 0.426
C 0.751 1.351 -0.885
C 0.332 0.042 -0.956
Cl 0.515 -1.111 -2.225
H 0.197 -2.243 0.677
H -1.014 -1.422 1.700
H -1.514 -1.995 0.090
H 0.370 2.765 0.891
H 1.171 1.935 -1.705
*
```

3 is preferred energetically. Next in line: 316.3 kJ/mol higher.

1 | This record from OMol25 describes 2 unconnected molecules or ions with the total composition C5H14S. The level of theory is ωB97M-V with the def2-TZVPD basis set.

SMILES: CCSC.CC
Lowest unoccupied orbital energy (eV): 0.95
HOMO (eV): -8.515

```
! wB97M-V def2-TZVPD RIJCOSX def2/J DEFGRID3
* xyz 0 1
C -2.721 0.556 -0.476
C -1.275 0.136 -0.453
S -0.110 1.480 -0.280
C 0.061 1.681 1.514
H -3.395 -0.312 -0.398
H -3.018 1.123 -1.358
H -2.992 1.042 0.456
H -1.097 -0.617 0.323
H -1.002 -0.369 -1.381
H 0.328 0.763 2.041
H 0.895 2.354 1.721
H -0.811 2.151 1.978
C 1.283 -2.350 -0.150
C 2.817 -2.531 -0.058
H 0.940 -2.999 -0.949
H 0.730 -2.429 0.778
H 1.013 -1.400 -0.625
H 3.347 -1.900 0.655
H 3.232 -2.253 -1.032
H 3.064 -3.555 0.190
*
```

2 | This record from OMol25 describes 2 unconnected molecules or ions with the total composition C5H14S. The level of theory is ωB97M-V with the def2-TZVPD basis set.

SMILES: CCSC.CC
Lowest unoccupied orbital energy (eV): 0.93
HOMO (eV): -8.340

```
! wB97M-V def2-TZVPD RIJCOSX def2/J DEFGRID3
* xyz 0 1
C -0.803 -1.888 1.977
C 0.218 -1.283 1.001
S -0.106 -1.841 -0.728
C -0.474 -0.294 -1.594
H -1.239 -1.102 2.593
H -0.686 -2.824 2.533
H -1.670 -2.295 1.431
H -0.011 -0.244 1.044
H 1.237 -1.613 1.168
H -0.646 0.578 -0.973
H 0.297 0.048 -2.286
H -1.357 -0.532 -2.172
C 1.072 3.840 0.156
C 0.105 2.702 -0.205
H 1.704 3.599 1.015
H 1.823 3.822 -0.640
H 0.634 4.826 0.279
H -0.416 2.993 -1.115
H -0.732 2.610 0.488
H 0.750 1.849 -0.350
*
```

3 | This record from OMol25 describes 2 unconnected molecules or ions with the total composition C5H14S. The level of theory is ωB97M-V with the def2-TZVPD basis set.

SMILES: CCC.CCS
Lowest unoccupied orbital energy (eV): 0.90
HOMO (eV): -9.031

```
! wB97M-V def2-TZVPD RIJCOSX def2/J DEFGRID3
* xyz 0 1
C -2.539 0.014 1.251
C -1.737 1.137 0.575
C -1.733 1.037 -0.936
H -2.393 -0.942 0.721
H -3.602 0.225 1.152
H -2.241 -0.154 2.279
H -0.699 1.133 0.920
H -2.166 2.077 0.927
H -1.291 1.935 -1.373
H -1.126 0.200 -1.292
H -2.746 0.895 -1.331
C 1.968 -1.488 -0.882
C 3.078 -0.888 -0.028
S 3.078 0.925 0.014
H 2.358 -1.691 -1.883
H 1.124 -0.812 -0.959
H 1.537 -2.415 -0.471
H 3.098 -1.208 1.006
H 4.075 -1.097 -0.418
H 1.959 1.118 0.729
*
```

3 is preferred energetically. Next in line: 16.1 kJ/mol higher.